Formula: C11H37B2O32Y
Source: the OMol25 dataset
Level of theory: ωB97M-V with the def2-TZVPD basis set

```
83
Properties=species:S:1:pos:R:3:forces:R:3:mulliken_charge:R:1
Y -20.7790 -9.4749 11.5995 -0.39 3.20 6.35 1.368
O -20.4003 -15.2501 15.9020 1.07 0.66 0.38 -0.554
C -20.1469 -14.1160 16.1711 -0.94 1.84 0.38 0.074
O -19.0456 -13.4812 16.6659 -0.47 -2.07 -0.90 -0.543
B -19.2092 -12.0642 16.6115 0.20 0.52 1.48 1.370
O -20.6425 -11.7780 16.3448 0.89 0.14 -0.45 0.068
C -21.1890 -12.9131 15.9893 -0.51 -2.57 -2.08 0.719
O -22.2876 -13.0869 15.5155 3.72 -0.55 -3.75 -0.663
O -18.3452 -11.4239 15.5943 0.11 1.05 -0.22 -0.712
C -17.6099 -10.4655 16.2120 1.52 0.19 -0.15 0.571
O -16.7088 -9.8100 15.7374 -1.53 -0.66 -0.10 -0.655
C -17.9479 -10.4979 17.7218 0.61 0.68 0.59 0.667
O -18.8020 -11.4707 17.9084 -0.65 -0.28 -0.36 -0.578
O -17.4432 -9.7973 18.5577 -0.35 -0.33 -0.73 -0.643
O -21.4469 -9.8425 20.4954 -0.14 -0.66 -1.62 -0.622
C -21.8902 -10.1497 19.4126 -0.32 1.07 2.05 0.057
O -23.0016 -10.8569 19.2023 0.75 -0.06 0.33 -0.763
B -23.2543 -10.9347 17.7810 0.52 -0.42 2.36 1.146
O -22.4201 -9.8721 17.1902 1.30 1.00 1.55 0.111
C -21.5176 -9.5083 18.0614 0.82 0.77 0.89 -0.214
O -20.6510 -8.6872 17.8665 -0.31 -1.28 0.11 -0.609
O -24.6503 -10.7969 17.5167 -1.65 -0.86 1.18 -0.508
C -25.1457 -11.9596 17.1346 -2.43 -1.70 0.24 -0.026
O -26.3222 -12.2692 16.9844 2.41 1.13 0.07 -0.645
C -23.9461 -12.9241 17.0078 -1.31 -3.47 -0.41 0.852
O -22.8606 -12.2426 17.2400 -1.50 2.07 4.41 -0.294
O -23.9799 -14.1085 16.7186 -0.96 2.15 1.16 -0.602
C -19.1898 -7.1358 15.3436 0.17 -0.40 -0.83 0.290
C -20.3399 -7.9605 14.8339 -1.93 -0.99 1.10 2.557
C -21.6761 -7.4845 15.4401 0.08 0.30 0.58 0.525
O -20.5199 -8.0933 13.4362 0.39 -1.71 -4.08 0.104
H -18.2411 -7.6214 15.1109 0.05 0.07 -0.02 0.226
H -19.2787 -7.0396 16.4250 -0.08 -0.07 -0.53 -1.096
H -19.1829 -6.1502 14.8749 -0.10 0.11 0.12 0.315
H -20.2941 -8.9864 15.2161 0.58 -0.14 0.30 -1.456
H -22.4683 -8.2244 15.3230 -0.16 0.32 -0.64 -0.710
H -21.9322 -6.4567 15.1763 -0.23 -0.26 -0.67 0.102
H -21.6243 -7.4100 16.5289 0.41 -0.06 -0.36 -0.130
O -17.5019 -5.6565 17.0124 0.55 0.30 -0.22 -0.750
H -18.2441 -5.8900 17.5948 -0.21 0.09 0.24 0.354
H -16.9898 -6.4660 16.9391 0.19 -0.09 0.20 0.345
O -25.0200 -8.3964 17.1928 -0.04 1.25 -0.50 -0.855
H -24.4389 -9.1336 16.9812 -0.28 0.30 -0.09 0.923
H -25.6389 -8.7541 17.8350 0.03 -0.07 -0.08 0.281
O -20.4265 -7.2875 10.7118 0.10 -0.86 -0.69 -0.479
H -20.5870 -6.9276 9.8328 -0.16 0.12 -0.12 0.301
H -19.9161 -6.6047 11.1683 -0.16 0.09 0.74 0.287
O -21.8808 -4.8819 16.8236 0.23 0.16 0.47 -0.615
H -22.8305 -4.9881 16.6710 -0.30 -0.03 -0.21 0.184
H -21.8279 -4.2878 17.5781 0.02 0.21 0.08 0.307
O -24.3133 -4.7364 15.4696 0.12 0.00 -0.04 -0.595
H -24.7978 -3.9804 15.1298 0.03 0.15 0.05 0.267
H -24.5237 -5.4514 14.8621 -0.26 -0.28 0.04 0.273
O -25.6275 -7.3623 14.4085 0.18 0.04 -0.24 -0.729
H -26.5352 -7.6730 14.3761 -0.12 0.07 0.01 0.262
H -25.2474 -7.8019 15.1803 -0.04 -0.09 0.64 0.329
O -23.5342 -10.4511 15.5220 -0.86 0.17 -4.23 -0.216
H -24.1674 -11.1185 15.2408 -0.08 -0.06 -0.44 0.448
H -22.9072 -10.9322 16.0768 0.35 -0.25 -1.92 0.215
O -23.8042 -7.1199 12.3325 0.21 -0.28 -0.30 -0.712
H -24.4663 -7.1673 13.0365 -0.27 -0.26 0.09 0.351
H -23.2686 -6.3490 12.5540 0.15 0.28 -0.31 0.401
O -16.1941 -5.0132 14.5693 0.04 -0.02 -0.25 -0.718
H -16.9694 -5.2890 15.0744 -0.10 0.13 0.56 0.390
H -16.4746 -4.2202 14.1080 0.08 0.08 -0.08 0.291
O -21.2908 -3.4018 14.5710 -0.09 0.28 -0.36 -0.722
H -20.4758 -2.9565 14.8134 0.08 -0.03 -0.02 0.337
H -21.4594 -4.0506 15.2693 -0.01 0.04 0.59 0.465
O -21.6810 -5.2086 12.6170 -0.26 -0.54 -0.46 -0.733
H -21.6976 -4.4595 13.2325 0.31 0.44 0.10 0.496
H -21.5819 -5.9731 13.1953 0.42 -0.24 0.09 0.032
O -19.9385 -11.1072 13.0735 -0.03 0.17 -1.09 -0.574
H -19.7470 -12.0387 12.9172 0.05 -0.21 0.09 0.322
H -19.7049 -10.9627 14.0078 0.30 0.29 0.48 0.351
O -19.7559 -6.2641 18.4306 0.31 0.16 0.29 -0.816
H -19.9191 -7.2155 18.3401 0.02 -0.09 0.43 0.516
H -20.4801 -5.8774 17.9381 -0.35 0.19 -0.26 0.369
O -22.6337 -10.1161 12.9598 0.52 -0.07 -2.06 -0.373
H -22.7582 -9.9553 13.9135 -0.03 -0.07 1.11 0.472
H -23.5184 -10.2939 12.6258 -0.21 0.04 0.06 0.181
O -16.0099 -7.5436 13.3834 -0.12 -0.23 -0.17 -0.665
H -16.0823 -8.1993 14.0825 0.06 -0.22 0.12 0.326
H -15.8957 -6.6999 13.8447 -0.01 0.22 -0.12 0.375
```
Positions in Å, forces in eV/Å.

Its HOMO-LUMO gap is 5.284 eV. Its charge is 0. The value obtained for the highest occupied orbital energy is -0.3483 Eh.

Formula: C11H37N11O8
Source: the OMol25 dataset
Level of theory: ωB97M-V with the def2-TZVPD basis set

```
67
Properties=species:S:1:pos:R:3:forces:R:3:mulliken_charge:R:1
C 20.3552 -1.9413 14.9863 -0.26 0.20 -0.37 -0.280
O 20.9680 -3.2043 14.8769 -0.10 -0.15 -0.09 -0.491
C 22.0755 -3.3931 15.7392 0.34 -0.15 0.43 -0.698
C 23.3740 -2.8810 15.1111 -1.53 0.61 -0.99 0.052
N 23.4445 -3.4038 13.7592 1.04 -0.90 0.86 -0.188
C 24.5714 -2.9396 12.9976 -0.56 1.35 -0.88 -0.459
C 24.9435 -3.8122 11.8139 0.12 0.42 0.43 -0.699
O 25.4958 -5.0390 12.2224 0.07 -0.21 0.26 -0.318
C 26.5859 -5.4683 11.4398 -0.95 0.11 -0.95 -0.761
H 20.9456 -1.1461 14.5196 0.16 0.02 0.23 -0.073
H 20.1185 -1.6937 16.0253 0.18 0.08 0.02 0.245
H 19.4200 -1.9710 14.4232 0.01 -0.18 0.06 0.324
H 22.1398 -4.4664 15.9229 -0.02 0.01 0.01 0.353
H 21.8817 -2.8631 16.6789 0.12 -0.17 0.09 0.274
H 24.2743 -3.1375 15.6554 -0.03 -0.31 0.15 0.570
H 23.2432 -1.7833 15.1110 0.50 -0.03 0.04 -0.182
H 22.5499 -3.3872 13.2974 0.03 0.27 -0.14 0.329
H 25.4374 -2.6814 13.6107 -0.01 -0.68 0.33 0.439
H 24.3311 -1.9456 12.5616 0.05 -0.07 -0.13 0.123
H 25.6778 -3.2545 11.2188 -0.07 -0.01 -0.11 0.426
H 24.0290 -3.9379 11.2195 0.15 -0.30 -0.18 0.249
H 26.8185 -6.4854 11.7397 0.43 0.16 0.29 0.250
H 27.4124 -4.7510 11.4579 0.23 -0.26 0.36 0.313
H 26.2788 -5.5372 10.3815 0.05 -0.01 0.07 0.305
C 21.8099 -0.2026 11.5898 -0.20 0.18 -0.36 0.454
O 22.5000 0.0054 12.5830 0.05 0.10 0.20 -0.624
N 20.4644 -0.0566 11.5663 -0.04 0.05 0.38 -0.268
N 22.3896 -0.5723 10.3974 0.06 -0.23 0.45 -0.487
H 20.0318 0.4152 12.3520 -0.05 0.01 0.12 0.278
H 19.8737 -0.4822 10.8780 0.14 0.03 -0.16 0.199
H 21.9060 -0.3845 9.5385 0.10 0.07 -0.06 0.187
H 23.3898 -0.4729 10.4252 0.02 -0.08 -0.29 0.264
C 23.4617 3.9295 17.1257 0.15 0.18 -0.56 0.569
O 22.2520 3.8708 17.3018 -0.13 0.41 -0.01 -0.709
N 24.2048 2.8320 16.8258 0.28 0.22 0.17 -0.247
N 24.1570 5.1121 17.1678 0.56 -0.11 0.09 -0.451
H 25.1931 2.9360 16.6788 -0.02 -0.04 -0.09 0.211
H 23.7506 2.0644 16.3476 -0.16 -0.17 0.08 0.320
H 25.1088 5.1294 16.8465 -0.05 -0.01 0.00 0.155
H 23.7109 6.0085 17.2113 -0.43 -0.21 0.18 0.225
C 19.8164 1.5212 17.6788 -0.12 -0.63 0.00 0.403
O 20.6857 1.0376 16.9622 -0.15 -0.10 0.14 -0.245
N 19.9128 2.7643 18.2338 -0.12 -0.66 -0.45 -0.457
N 18.6707 0.8170 18.0293 0.73 0.90 0.00 -0.472
H 20.8640 3.1362 18.1353 -0.47 0.30 0.19 0.302
H 19.3725 2.8335 19.0785 0.36 0.47 0.20 0.194
H 17.8351 1.3634 18.1221 -0.26 -0.42 0.18 0.181
H 18.6707 -0.1779 17.9192 -0.26 -0.01 -0.38 0.226
C 19.6439 2.8257 14.1122 0.78 0.25 0.89 0.563
O 19.2917 1.8014 13.5463 -0.07 -0.11 -0.41 -0.704
N 20.9383 3.0957 14.4605 -0.79 -0.18 -0.62 -0.213
N 18.7519 3.8056 14.4615 -0.40 -0.27 -0.66 -0.466
H 21.1156 3.8876 15.0475 0.37 -0.12 0.27 0.220
H 21.5784 2.3224 14.4147 0.20 0.13 0.17 0.121
H 17.8310 3.6340 14.0991 -0.14 0.16 0.32 0.231
H 18.8852 4.4502 15.2160 0.11 0.00 0.03 0.188
C 23.4436 -1.5616 18.6371 0.19 0.21 0.29 0.469
O 22.9354 -1.9544 19.6845 0.09 0.08 -0.35 -0.726
N 23.0053 -0.4583 17.9804 -0.06 -0.21 0.39 -0.019
N 24.5499 -2.1945 18.1151 -0.14 0.06 0.61 -0.317
H 22.1720 -0.0455 18.3566 -0.05 0.08 -0.16 0.029
H 23.3735 -0.0751 17.1237 0.00 -0.39 0.05 0.102
H 24.8832 -2.9320 18.7086 0.09 -0.18 -0.27 0.217
H 24.8675 -2.1124 17.1721 0.00 0.15 -0.06 0.222
O 22.9278 0.5882 15.3912 -0.12 0.42 -0.35 -0.895
H 21.9948 0.6756 15.6593 0.07 -0.12 0.23 0.399
H 22.9160 0.3113 14.4612 -0.04 0.01 -0.18 0.266
```
Positions in Å, forces in eV/Å.

For the energy above the lowest of the compared OMol25 structures with the same formula, charge and spin, the calculation gives 0.0 kJ/mol. Its HOMO-LUMO gap is 8.258 eV. Its charge is 0. The value obtained for the highest occupied orbital energy is -0.2858 Eh.

LUMO per entry: -4.19 0.48 eV